# C9H22N2O5

A 2-piece molecular cluster, C9H22N2O5 overall in a non-equilibrium geometry (ωB97M-V/def2-TZVPD, the Open Molecules 2025 dataset).

Structure (XYZ):
```
38
Properties=species:S:1:pos:R:3
N -0.012 -0.875 2.565
C 1.137 -1.853 2.380
C 2.058 -1.566 1.054
C 3.228 -0.435 1.249
C 3.027 0.563 2.533
O 1.911 1.514 2.420
C 2.023 2.374 1.232
O 3.153 2.720 0.608
O 0.736 2.938 0.708
N 0.631 4.231 1.079
H -0.456 -0.695 1.638
H -0.693 -1.193 3.289
H 0.634 -2.922 2.208
H 1.790 -1.991 3.369
H 2.622 -2.588 0.805
H 1.444 -1.305 0.079
H 3.336 0.129 0.223
H 4.264 -1.007 1.406
H 4.061 1.147 2.663
H 2.872 -0.006 3.570
H 1.189 4.452 1.932
H 1.059 4.792 0.308
C -1.868 -0.076 -0.483
O -1.671 -1.221 -1.304
C -2.907 -1.771 -1.770
C -3.156 -1.410 -3.237
O -3.421 -0.012 -3.389
C -2.303 0.694 -3.913
H -0.893 0.382 -0.294
H -2.511 0.662 -0.968
H -2.302 -0.377 0.475
H -3.744 -1.450 -1.139
H -2.820 -2.860 -1.686
H -4.048 -1.941 -3.582
H -2.314 -1.722 -3.867
H -2.151 0.424 -4.962
H -1.394 0.488 -3.341
H -2.515 1.765 -3.855
```

Output
* multiplicity: 1
* Kohn-Sham gap: 9.59 eV
* max |F|: 8.49 eV Å⁻¹
* calculated total energy: -841.5834 a.u.
* HOMO: -8.92 eV

# C9H22N3O4V

C9H22N3O4V as an isolated structure in a non-equilibrium geometry (ωB97M-V/def2-TZVPD, the Open Molecules 2025 dataset).

Structure (XYZ):
```
39
Properties=species:S:1:pos:R:3
V 1.609 2.235 -3.892
O 1.174 1.333 -2.102
H 0.853 1.105 -1.208
C 2.612 -1.240 -0.477
O 3.123 -1.184 0.634
N 1.567 -2.059 -0.752
C 1.159 -2.254 -2.173
C 0.965 -2.971 0.155
H 2.948 -0.678 -1.363
H 1.304 -3.268 -2.546
H 1.545 -1.641 -2.988
H 0.082 -2.090 -2.155
H 1.207 -3.999 -0.115
H 1.337 -2.743 1.154
H -0.100 -2.779 0.284
C 1.002 2.273 3.699
O 0.821 3.067 4.639
N 0.840 2.663 2.388
C 0.701 1.650 1.347
C 0.593 4.037 1.877
H 1.068 1.181 3.821
H -0.017 1.940 0.580
H 0.386 0.719 1.818
H 1.675 1.371 0.945
H 0.865 4.816 2.588
H 1.074 4.205 0.913
H -0.450 4.259 1.652
C -3.023 -1.995 -1.512
O -2.578 -2.497 -2.576
N -2.544 -0.971 -0.844
C -1.294 -0.247 -1.213
C -3.261 -0.551 0.348
H -4.000 -2.282 -1.093
H -0.460 -0.335 -0.517
H -1.475 0.827 -1.246
H -0.984 -0.616 -2.191
H -3.446 0.517 0.239
H -4.165 -1.105 0.602
H -2.715 -0.693 1.281
```

Output
* multiplicity: 5
* charge: +2
* Kohn-Sham gap (spin up / spin down): 4.62 / 3.32 eV
* max |F|: 4.68 eV Å⁻¹
* calculated total energy: -1764.5078 a.u.
* HOMO (spin up / spin down): -14.21 / -14.21 eV

# C9H22N4O7Sr

C9H22N4O7Sr as an isolated structure in a non-equilibrium geometry (ωB97M-V/def2-TZVPD, the Open Molecules 2025 dataset).

Structure (XYZ):
```
43
Properties=species:S:1:pos:R:3
O 0.457 -1.316 -2.873
H -0.167 -1.546 -3.584
Sr 0.766 0.063 -0.605
N 2.244 -2.149 -0.096
N -0.115 -2.298 0.619
N 0.720 2.595 -0.312
N -1.112 1.322 0.897
O 2.964 -1.464 -0.910
O 1.743 3.104 -0.942
O -2.045 0.578 1.612
O -1.384 -2.086 0.787
C 0.268 -3.385 -0.146
C 1.577 -3.230 -0.667
C 0.016 3.348 0.563
C -1.051 2.616 1.228
C 2.121 -3.931 -1.841
H 1.856 -3.400 -2.772
H 1.716 -4.946 -1.922
H 3.219 -3.979 -1.779
C -0.648 -4.486 -0.512
H -1.487 -4.113 -1.121
H -1.059 -4.959 0.392
H -0.120 -5.249 -1.091
C 0.341 4.780 0.835
C -1.923 3.324 2.216
H 1.018 5.122 0.045
H 0.848 4.935 1.804
H -0.576 5.386 0.833
H -2.554 2.631 2.774
H -2.577 4.041 1.702
H -1.308 3.908 2.917
H 1.851 2.062 -2.206
H -1.861 -0.364 1.327
C -1.893 0.312 -2.116
H -1.848 0.067 -3.180
H -1.979 1.382 -1.866
H -2.565 -0.336 -1.540
O 1.637 1.224 -2.752
H 1.089 -0.670 -3.280
H 1.317 1.565 -3.609
O 1.418 -0.072 1.977
H 0.948 -0.814 2.410
H 1.743 0.512 2.677
```

Output
* multiplicity: 1
* Kohn-Sham gap (spin up / spin down): 6.58 / 6.20 eV
* max |F|: 3.09 eV Å⁻¹
* ΔE to the lowest compared entry with this formula, charge and spin: 0.0 kcal per mole
* calculated total energy: -1132.3228 a.u.
* HOMO (spin up / spin down): -7.21 / -7.21 eV

# C9H23BaCu2NO6P

C9H23BaCu2NO6P as an isolated structure in a non-equilibrium geometry (ωB97M-V/def2-TZVPD, the Open Molecules 2025 dataset).

Structure (XYZ):
```
43
Properties=species:S:1:pos:R:3
Cu -10.040 -1.404 -20.457
Cu -8.452 -5.177 -22.355
Ba -11.633 -3.736 -22.884
O -9.580 -3.591 -21.116
H -9.539 -3.763 -20.155
C -13.171 -4.915 -19.493
O -12.911 -4.662 -20.661
N -12.391 -5.567 -18.620
C -12.734 -6.050 -17.309
C -10.969 -5.896 -18.914
H -14.143 -4.634 -19.058
H -13.796 -5.909 -17.105
H -12.179 -5.561 -16.508
H -12.527 -7.120 -17.287
H -10.768 -5.844 -19.984
H -10.385 -5.136 -18.394
H -10.744 -6.900 -18.557
C -7.639 -5.375 -19.275
C -6.784 -4.299 -20.010
O -6.393 -4.489 -21.401
P -5.578 -3.320 -22.180
O -6.293 -2.007 -22.115
O -5.390 -3.846 -23.700
C -4.786 -3.065 -24.746
C -5.265 -3.557 -26.097
O -4.090 -3.207 -21.500
C -3.087 -4.261 -21.599
C -3.537 -5.467 -20.766
H -8.148 -4.968 -18.402
H -8.469 -5.747 -19.877
H -6.904 -6.140 -19.025
H -7.218 -3.300 -19.976
H -5.846 -4.212 -19.462
H -5.212 -2.068 -24.633
H -3.701 -3.147 -24.684
H -4.997 -4.606 -26.222
H -6.332 -3.414 -26.272
H -4.697 -3.005 -26.846
H -2.749 -4.520 -22.603
H -2.188 -3.825 -21.164
H -2.749 -6.220 -20.776
H -4.003 -5.202 -19.817
H -4.355 -5.840 -21.382
```

Output
* multiplicity: 1
* charge: +3
* Kohn-Sham gap: 5.97 eV
* max |F|: 4.18 eV Å⁻¹
* ΔE to the lowest compared entry with this formula, charge and spin: 4.3 kcal per mole
* calculated total energy: -4509.7680 a.u.
* HOMO: -17.96 eV

# C9H23N3O9SV

C9H23N3O9SV as an isolated structure in a non-equilibrium geometry (ωB97M-V/def2-TZVPD, the Open Molecules 2025 dataset).

Structure (XYZ):
```
46
Properties=species:S:1:pos:R:3
V 4.065 11.752 10.417
O 4.584 12.007 8.477
H 4.941 11.326 7.894
O 4.056 13.629 11.385
H 5.009 13.594 11.551
S 0.774 10.832 10.235
O 0.633 10.561 11.685
O 2.004 11.604 10.004
O 0.775 9.567 9.450
O -0.376 11.516 9.657
C 5.168 8.481 9.864
O 4.611 9.537 10.186
N 4.451 7.356 9.698
C 5.092 6.151 9.166
C 3.098 7.185 10.179
H 6.238 8.352 9.645
H 5.474 5.429 9.889
H 5.854 6.420 8.430
H 4.452 5.647 8.439
H 2.586 6.444 9.568
H 3.000 6.896 11.229
H 2.538 8.125 10.149
C 6.967 11.633 12.022
O 6.061 11.726 11.211
N 7.951 12.533 12.079
C 7.897 13.754 11.282
C 8.984 12.471 13.080
H 7.077 10.837 12.776
H 7.562 14.601 11.885
H 7.287 13.722 10.381
H 8.913 14.021 10.980
H 9.073 11.557 13.668
H 9.995 12.474 12.656
H 9.027 13.339 13.742
C 3.049 10.430 13.335
O 3.560 10.941 12.345
N 3.173 10.807 14.620
C 2.423 10.150 15.678
C 4.119 11.909 14.955
H 2.346 9.595 13.199
H 1.617 9.462 15.422
H 1.910 10.859 16.333
H 3.036 9.547 16.354
H 3.490 12.753 15.246
H 4.810 11.736 15.781
H 4.651 12.223 14.057
```

Output
* multiplicity: 4
* charge: -2
* Kohn-Sham gap (spin up / spin down): 2.56 / 4.04 eV
* max |F|: 2.96 eV Å⁻¹
* ΔE to the lowest compared entry with this formula, charge and spin: 27.0 kcal per mole
* calculated total energy: -2540.3249 a.u.
* HOMO (spin up / spin down): 1.64 / 0.09 eV

# C9H24B2Br8Na3O3

C9H24B2Br8Na3O3 as an isolated structure in a non-equilibrium geometry (ωB97M-V/def2-TZVPD, the Open Molecules 2025 dataset).

Structure (XYZ):
```
49
Properties=species:S:1:pos:R:3
Na 2.822 -0.025 2.990
Na 0.578 -2.372 0.758
Na -0.438 -0.380 4.106
C 0.260 -3.804 3.586
O 0.687 -4.398 4.578
O -0.417 -2.819 3.713
O 0.758 -4.113 2.470
B 0.424 0.140 1.610
H -0.305 -0.034 0.835
H 1.323 0.501 1.134
H 0.030 0.946 2.211
H 0.592 -0.712 2.251
B 3.136 -2.034 0.719
H 3.620 -2.960 0.448
H 2.606 -1.574 -0.100
H 2.443 -2.234 1.521
H 3.813 -1.330 1.177
Br -2.759 -0.052 2.821
C -2.982 -1.619 1.562
C -4.535 -1.640 1.302
Br -4.946 -3.408 0.687
H -2.608 -2.548 1.994
H -2.372 -1.420 0.681
H -4.769 -0.814 0.630
H -5.083 -1.519 2.236
Br 2.665 4.239 -0.527
C 3.119 2.854 -1.879
C 2.759 1.392 -1.499
Br 3.192 0.229 -3.030
H 4.187 2.891 -2.090
H 2.562 3.104 -2.782
H 1.735 1.185 -1.188
H 3.420 1.096 -0.684
Br -1.329 3.338 -2.155
C -1.329 2.874 -0.184
C -1.863 4.059 0.666
Br -2.463 3.432 2.526
H -0.359 2.469 0.105
H -2.038 2.047 -0.134
H -2.650 4.660 0.210
H -1.036 4.761 0.770
Br -0.603 -0.620 -2.018
C -0.350 0.066 -3.855
C -0.217 -1.161 -4.679
Br -0.190 -0.622 -6.590
H 0.535 0.701 -3.802
H -1.209 0.704 -4.063
H -1.118 -1.762 -4.552
H 0.704 -1.713 -4.488
```

Output
* multiplicity: 1
* charge: -1
* Kohn-Sham gap: 2.67 eV
* max |F|: 9.69 eV Å⁻¹
* ΔE to the lowest compared entry with this formula, charge and spin: 49.0 kcal per mole
* calculated total energy: -21711.6965 a.u.
* HOMO: -1.90 eV